No. 1
# C5H7N

The molecule C5H7N at a distorted geometry (wB97M-V/def2-TZVPD, OMol25).

```
13
Properties=species:S:1:pos:R:3:forces:R:3:mulliken_charge:R:1
H -2.214 1.670 -0.031 -0.01 -2.36 -0.10 0.23
N -2.501 0.617 -0.056 6.66 -2.90 -0.84 -0.58
C -1.249 -0.204 -0.186 -8.37 6.44 0.08 0.08
C -0.652 -1.491 -0.034 -0.09 -2.81 -0.31 -0.41
C 0.128 -0.252 -0.068 2.55 2.89 0.82 0.40
C 1.281 0.389 -0.790 -0.78 -0.72 1.72 -0.49
C 1.095 0.682 0.714 -0.14 -0.49 -0.14 -0.73
H -0.823 -1.799 0.954 -0.24 -1.04 1.34 0.21
H -0.585 -2.362 -0.743 -0.07 1.33 0.37 0.25
H 0.889 1.216 -1.373 0.99 -0.37 -0.87 0.31
H 2.000 -0.448 -0.991 -0.23 1.71 -0.55 0.26
H 1.814 0.324 1.426 0.32 -1.05 -0.15 0.23
H 0.818 1.658 1.179 -0.59 -0.65 -1.37 0.23
```
Forces are in eV/Å.

For the energy above the lowest of the compared OMol25 structures with the same formula, charge and spin, the calculation gives 121.64 kcal/mol. As for the SMILES: [H]/N=C1/CC12CC2. The total charge is 0. The calculation puts the HOMO-LUMO gap at 9.90 eV. The HOMO energy is -9.381 eV.


No. 2
# C5H7N

The molecule C5H7N at a distorted geometry (wB97M-V/def2-TZVPD, OMol25).

```
13
Properties=species:S:1:pos:R:3:forces:R:3:mulliken_charge:R:1
C -1.350 -0.695 -1.798 -0.54 -0.25 -0.43 -0.83
C -0.453 -0.127 -1.048 -0.22 -0.24 0.39 0.08
C 0.479 0.300 -0.219 -2.14 0.93 -1.19 0.55
N 1.246 1.378 -0.595 0.45 1.79 0.87 -0.53
C 0.689 -0.300 1.062 2.59 -2.98 -0.59 -0.39
C -0.174 -0.547 2.044 0.46 0.66 -0.19 -0.61
H -1.324 -0.579 -2.876 0.66 -1.25 -0.30 0.24
H -2.127 -1.319 -1.370 -1.11 1.09 0.02 0.24
H 0.762 1.983 -1.253 0.31 -0.07 -0.11 0.23
H 1.606 1.897 0.199 -0.13 0.27 -0.13 0.24
H 1.675 -0.807 0.876 -0.35 0.20 1.95 0.23
H 0.136 -1.081 2.937 -0.05 -0.06 -0.17 0.27
H -1.165 -0.104 2.042 0.07 -0.10 -0.11 0.28
```
Forces are in eV/Å.

For the energy above the lowest of the compared OMol25 structures with the same formula, charge and spin, the calculation gives 104.35 kcal/mol. As for the SMILES: C=C=C(N)C=C. The total charge is 0. The calculation puts the HOMO-LUMO gap (alpha / beta) at 7.11 / 7.13 eV. The HOMO energy (alpha / beta) is -6.865 / -6.911 eV.